1.
84
Properties=species:S:1:pos:R:3:forces:R:3:lowdin_spin:R:1 method="wB97M-V/def2-TZVPD" e_above_lowest_kj_mol=801.3 homo_energy_ha="-0.1135 / -0.1175" multiplicity=3 charge=-1 homo_lumo_gap_ev="5.331 / 5.004"
H 7.302 -1.641 2.529 0.01 -0.02 0.04 0.000
H 1.152 -6.055 -4.892 -0.02 -0.06 -0.02 -0.001
H 5.229 -0.264 2.723 0.04 -0.06 0.05 0.000
H -4.657 -0.785 -6.386 -0.03 0.01 -0.02 -0.001
C 0.766 -5.320 -4.198 0.01 -0.06 0.01 0.007
C 5.582 -2.978 -0.070 -0.21 0.05 -0.05 0.004
C 1.587 -4.312 -3.756 -0.02 -0.06 0.08 0.028
C 0.273 -2.619 2.158 -0.26 0.45 -0.10 0.001
C 4.414 -2.263 0.096 -0.19 -0.05 -0.27 0.003
N 2.943 -2.283 -1.962 -0.70 -0.58 -0.09 0.022
C 6.605 -2.755 0.848 0.09 -0.20 -0.15 0.001
C 2.798 1.983 -2.997 -0.56 -0.33 0.07 0.028
C -1.121 -4.479 -2.917 -0.02 0.13 0.08 0.001
N 3.165 0.590 0.321 0.62 -0.91 -0.97 0.013
H -1.209 -6.188 -4.176 0.00 -0.06 -0.02 0.003
H -4.231 -1.621 -4.084 -0.03 -0.02 -0.01 0.000
C -1.946 -0.595 -2.512 0.95 -0.08 1.14 -0.028
C 6.471 -1.815 1.857 0.05 0.17 0.17 0.004
C 1.086 -4.868 2.033 0.01 -0.13 0.10 0.001
C -3.852 -0.365 -5.797 -0.17 -0.01 -0.23 -0.012
C 0.204 -4.069 4.116 -0.11 0.10 0.26 0.001
C -0.599 -2.199 -1.803 -0.13 0.52 -0.53 0.124
C 2.722 1.046 -0.925 -0.27 0.33 -0.43 0.075
H -0.548 4.077 -1.028 0.05 0.08 -0.13 0.000
H -0.053 -4.222 5.156 -0.01 -0.01 0.04 0.000
C 0.779 -5.075 3.373 0.15 -0.31 -0.06 0.002
C 1.551 -2.205 -2.265 1.72 0.87 0.61 0.252
H 2.617 -4.226 -4.074 0.02 0.01 -0.01 0.001
N 0.579 -1.375 -1.727 -2.25 -4.12 0.04 -0.009
H -1.313 2.528 -0.711 -0.17 -0.30 -0.17 0.001
H 2.680 3.939 2.552 -0.05 0.19 -0.01 0.000
H -1.635 3.887 0.352 -0.15 0.04 0.09 0.000
N 0.957 3.978 1.250 0.23 0.49 0.25 -0.001
H 5.692 -3.673 -0.892 0.05 0.01 -0.01 0.000
S -1.078 0.899 2.277 -1.02 0.79 3.42 0.085
H 1.065 -3.506 0.387 -0.06 -0.06 -0.14 0.002
C -0.667 0.960 -3.407 -0.73 0.57 -0.28 -0.050
O -1.667 0.476 -0.037 1.11 -1.61 -0.15 0.035
H 0.981 -6.032 3.835 0.02 -0.03 0.01 0.000
C 3.000 -0.651 0.667 1.02 0.14 0.22 0.024
W -0.005 -0.024 0.015 -0.52 0.87 -4.19 0.742
C 1.030 -3.365 -2.892 -0.34 0.11 0.30 0.050
N -0.061 -1.304 1.711 0.20 -1.25 1.63 0.023
C -3.632 -0.832 -4.516 0.30 0.12 0.33 -0.003
H 5.184 3.367 -4.925 0.03 0.03 -0.03 0.001
C 5.309 -1.059 1.993 -0.27 -0.04 -0.10 0.001
C 3.374 2.593 -4.117 0.22 0.07 -0.02 -0.002
C 0.288 3.032 0.610 -0.48 -1.26 -0.89 0.000
N -0.973 0.283 -2.265 0.04 -0.26 -0.74 0.052
C 1.977 3.403 1.944 0.73 0.48 0.67 0.001
C 3.590 1.696 -1.857 -0.41 -0.06 0.32 0.019
C -1.974 1.166 -5.675 0.16 -0.09 0.38 -0.008
H 2.565 1.356 2.113 -0.31 -0.01 0.17 0.001
H 1.525 -5.665 1.451 0.01 -0.05 -0.03 0.000
H 6.552 2.860 -2.944 0.04 0.03 -0.02 0.000
C -3.037 0.618 -6.365 -0.16 0.00 -0.24 -0.006
H -3.232 0.938 -7.382 -0.03 0.02 -0.02 0.000
C 1.471 1.491 -2.748 0.60 0.28 0.57 0.015
C 4.954 2.009 -1.825 0.02 0.06 -0.17 0.012
C -0.049 -2.855 3.506 -0.03 0.40 -0.35 0.003
N 1.490 0.947 -1.459 -0.08 -0.15 0.96 0.000
C 3.139 -2.142 -0.699 -0.93 0.09 -0.27 0.054
C -0.638 -0.608 2.728 0.22 -0.03 -0.92 0.022
N -1.908 -1.815 -1.858 0.36 1.13 -1.44 0.148
C 1.913 2.093 1.706 -1.00 -0.50 0.46 0.011
H 5.552 1.761 -0.958 0.02 0.01 0.02 0.001
C -1.749 0.723 -4.377 -0.19 -0.30 0.15 -0.014
C 0.836 -3.657 1.424 -0.20 0.15 -0.23 0.003
H -2.167 -4.503 -2.647 0.00 -0.01 0.07 0.000
C 4.270 -1.336 1.127 -0.02 0.31 -0.09 0.004
H 2.779 2.795 -4.998 -0.02 0.00 -0.01 0.000
C 4.714 2.903 -4.067 -0.24 0.07 -0.29 0.019
C -2.585 -0.265 -3.796 0.16 0.03 -0.12 -0.016
S -0.797 -1.442 4.233 0.10 -0.32 -0.07 0.003
C 5.497 2.614 -2.935 0.22 -0.09 0.35 0.003
C -0.581 -5.400 -3.781 0.04 -0.14 -0.09 0.041
C -0.875 3.393 -0.249 0.31 0.03 0.11 0.001
C -0.287 -3.460 -2.443 -0.39 -0.04 -0.24 0.076
N 0.451 1.570 -3.633 0.35 -0.06 0.06 0.057
H 0.742 4.951 1.215 -0.11 0.31 -0.10 0.000
H 7.533 -3.303 0.758 0.03 -0.04 0.00 0.000
N 2.146 -1.578 0.098 1.39 2.16 1.09 0.048
H -1.315 1.896 -6.124 0.01 0.02 -0.03 0.000
N 0.825 1.824 0.861 1.16 2.05 0.23 0.024

***

2.
21
Properties=species:S:1:pos:R:3:forces:R:3:nbo_charge:R:1 method="wB97M-V/def2-TZVPD" e_above_lowest_kj_mol=827.6 homo_energy_ha=-0.2669 multiplicity=1 charge=0 homo_lumo_gap_ev=4.103
H 1.271 -1.648 -2.304 -0.05 0.30 -0.35 0.187
H 1.008 0.025 -2.981 -0.08 -0.31 -0.27 0.222
N -0.543 -0.682 -1.726 0.37 1.52 0.17 -0.625
H -1.078 -1.234 -2.391 0.08 -0.55 0.14 0.322
C 0.837 -0.643 -2.124 -0.05 -0.54 0.76 -0.476
H -0.750 1.441 -0.870 -0.34 -0.04 0.38 0.219
H 1.429 -0.236 -1.304 0.11 0.22 -0.11 0.184
H 1.250 -1.454 0.743 0.13 0.52 0.06 0.242
H -0.675 -2.645 1.795 -0.32 -0.12 -0.16 0.209
N 0.722 -0.175 2.296 0.08 -0.89 -0.34 -0.417
H -1.250 3.203 -0.798 0.88 0.38 -0.66 0.196
H 0.481 1.732 1.227 0.65 0.18 -0.31 0.194
H -0.035 -0.343 2.964 -0.14 0.53 0.15 0.321
H -1.068 -1.956 0.119 -0.19 -0.48 0.10 0.248
H 0.245 -0.126 0.342 -0.17 -0.35 -0.45 0.329
C -0.861 -1.769 1.171 0.57 0.64 0.51 -0.641
C 0.196 2.595 0.629 0.49 -0.25 -0.31 -0.396
C 0.388 -0.897 1.182 -0.17 -0.38 -0.15 -0.318
C -0.568 2.433 -0.444 -0.91 -0.35 0.45 -0.406
H 0.668 3.533 0.892 -0.74 0.31 0.49 0.195
H -1.667 -1.154 1.584 -0.19 -0.35 -0.10 0.211

***

Record-wise E_tot values, in a.u.: -3195.189346; -308.107857